ORCA calculation (ωB97M-V with the def2-TZVPD basis set) on C5H8O2 as an isolated structure.

* HOMO level: -9.006 eV
* energy relative to the best compared isomer or geometry (same formula, charge and spin): 401.9 kJ/mol
* total charge: 0

Element x y z (Å)
O -0.689448 -3.158846 -0.159440
O -1.741574 -0.490927 1.535674
C -0.067100 -0.247588 -0.195276
C 0.260448 1.124359 0.372814
C 1.367086 1.831831 -0.400050
C -1.623230 -2.246492 0.058733
C -1.167483 -0.935387 0.561964
H -1.643348 -3.553213 -0.347897
H 0.542407 1.010446 1.425335
H -0.651939 1.731085 0.372101
H 1.089264 1.980138 -1.449904
H 1.576143 2.815475 0.031660
H -0.350401 -0.190568 -1.256869
H 2.297952 1.253609 -0.380334
H 0.801225 -0.923922 -0.168510

Forces on atoms 1 to 2 (eV/Å):
O -2.1 0.0 0.1
O 0.3 -0.1 -0.2


ORCA calculation (ωB97M-V with the def2-TZVPD basis set) on one molecule with the formula C5H8O2.

* HOMO level: -9.824 eV
* energy relative to the best compared isomer or geometry (same formula, charge and spin): 217.7 kJ/mol
* total charge: 0
* SMILES: C[C@@]1(O)C[C@H]2O[C@H]21

Element x y z (Å)
O 0.989108 -0.569950 1.446866
O -0.971083 -0.383402 -1.623986
C 0.428166 -0.024465 0.274046
C -0.970188 0.652777 0.503503
C 1.503253 0.776826 -0.421160
C -1.594174 -0.454660 -0.344702
C -0.292376 -1.081736 -0.588135
H 1.129644 1.136028 -1.383736
H 1.802340 1.633005 0.192159
H -2.589723 -0.885221 -0.302972
H -1.252687 0.620001 1.561112
H 0.301598 -1.062369 1.913887
H 2.382672 0.146091 -0.588123
H -1.107867 1.665671 0.113014
H -0.001972 -2.112062 -0.775570

Forces on atoms 1 to 2 (eV/Å):
O -0.1 -0.1 0.2
O 0.0 0.1 -0.1


ORCA calculation (ωB97M-V with the def2-TZVPD basis set) on one molecule with the formula C5H8O2.

* HOMO level: -10.071 eV
* energy relative to the best compared isomer or geometry (same formula, charge and spin): 292.5 kJ/mol
* total charge: 0
* SMILES: C[C@@]1(O)C[C@H]2O[C@H]21

Element x y z (Å)
O -1.098134 -0.451724 -1.660153
O 0.813036 -0.437088 1.494815
C 0.390453 0.044899 0.157485
C 1.559494 0.803836 -0.418370
C -0.353881 -1.051964 -0.616078
C -0.978394 0.691746 0.461425
C -1.650233 -0.423173 -0.337022
H 1.736610 1.719791 0.157763
H 0.449148 -1.311350 1.708845
H 1.407518 1.079644 -1.466327
H -2.632048 -0.874425 -0.219820
H -0.069837 -2.096170 -0.699103
H 2.444768 0.170122 -0.336268
H -0.796575 0.395879 1.533822
H -1.221920 1.739970 0.238980

Forces on atoms 1 to 2 (eV/Å):
O 0.2 0.3 0.2
O 0.9 -0.5 -0.9


ORCA calculation (ωB97M-V with the def2-TZVPD basis set) on a 2-piece molecular cluster, C5H8O2 overall.

* HOMO level: -9.232 eV
* energy relative to the best compared isomer or geometry (same formula, charge and spin): 182.2 kJ/mol
* total charge: 0
* SMILES: C=C(C)O.C=C=O

Element x y z (Å)
O 1.163484 0.959362 -1.783491
O -1.143450 1.739726 -0.304922
C -0.060608 0.711058 1.482765
C 2.106821 -0.955058 -0.516103
C -1.604624 -0.633295 0.021064
C 1.598134 0.067390 -1.162433
C -0.878091 0.616145 0.434751
H -1.282131 -1.489601 0.619230
H -2.685182 -0.500712 0.143506
H 1.738442 -1.203172 0.468700
H 0.433072 1.652465 1.699749
H 0.102188 -0.130368 2.147858
H 2.908297 -1.515977 -0.976381
H -0.974169 1.550372 -1.238330
H -1.422182 -0.868331 -1.035964

Forces on atoms 1 to 2 (eV/Å):
O 0.4 -0.8 0.5
O 0.0 0.0 -0.1


ORCA calculation (ωB97M-V with the def2-TZVPD basis set) on a 2-piece molecular cluster, C5H8O2 overall.

* HOMO level: -9.500 eV
* energy relative to the best compared isomer or geometry (same formula, charge and spin): 308.4 kJ/mol
* total charge: 0
* SMILES: C#CC(=C)CO.O

Element x y z (Å)
O 2.122617 -0.516782 -0.519724
O -0.777083 -0.490096 -1.954574
C -0.289585 -0.117012 0.449453
C 0.084695 -0.619426 1.631224
C -0.409800 2.474470 -0.043146
C -0.889627 -0.983523 -0.647078
C -0.293672 1.298517 0.196830
H -0.544133 3.523574 -0.191626
H -1.942887 -1.112297 -0.353814
H 0.430476 0.020255 2.434819
H 2.208640 0.441883 -0.572505
H -0.411652 -1.967106 -0.647160
H 1.816305 -0.663311 0.385330
H 0.043226 -1.691316 1.814347
H -1.147520 0.402173 -1.982374

Forces on atoms 1 to 2 (eV/Å):
O 0.6 0.0 0.0
O 0.0 0.3 0.0


ORCA calculation (ωB97M-V with the def2-TZVPD basis set) on one molecule with the formula C5H8O2.

* HOMO level: -8.761 eV
* energy relative to the best compared isomer or geometry (same formula, charge and spin): 370.6 kJ/mol
* total charge: 0

Element x y z (Å)
O 2.659367 -0.574779 0.156944
O -1.187893 -0.658096 -1.237889
C 0.612510 0.699992 -0.235804
C 1.262622 -0.553245 0.380954
C -0.876961 0.574800 -0.510934
C -1.788339 0.042926 0.602374
C -1.912830 -1.220131 -0.271833
H -2.762318 0.540025 0.682135
H 1.129377 0.939640 -1.177063
H -1.250920 1.437256 -1.077832
H 1.144520 -0.562793 1.471653
H 2.799170 -0.697859 -0.790980
H 0.776159 -1.455801 -0.021558
H 0.757502 1.563474 0.425356
H -1.361973 -0.075411 1.604470

Forces on atoms 1 to 2 (eV/Å):
O 0.1 0.0 -0.3
O -0.2 -0.2 0.0


ORCA calculation (ωB97M-V with the def2-TZVPD basis set) on one molecule with the formula C5H8O2.

* HOMO level: -9.821 eV
* energy relative to the best compared isomer or geometry (same formula, charge and spin): 80.6 kJ/mol
* total charge: 0
* SMILES: CCCC(=O)C=O

Element x y z (Å)
O 1.211831 -0.960425 1.609137
O 3.122880 1.319196 -0.016282
C 2.825130 0.250030 0.452732
C 1.384175 -0.216056 0.667739
C -1.042962 -0.405295 0.141474
C 0.276222 0.263613 -0.239704
C -2.257092 0.049351 -0.661063
H 3.568033 -0.474843 0.843570
H 0.561937 0.048903 -1.280532
H -0.918314 -1.489969 0.040007
H -1.217427 -0.229150 1.207986
H -2.433602 1.125750 -0.554334
H -2.152141 -0.172381 -1.729115
H -3.152921 -0.468910 -0.301576
H 0.224252 1.360190 -0.180034

Forces on atoms 1 to 2 (eV/Å):
O 0.1 0.2 -0.4
O -0.2 -0.5 0.1


ORCA calculation (ωB97M-V with the def2-TZVPD basis set) on one molecule with the formula C5H8O2.

* HOMO level: -9.650 eV
* energy relative to the best compared isomer or geometry (same formula, charge and spin): 178.0 kJ/mol
* total charge: 0
* SMILES: O=C1CC[C@@H]1CO

Element x y z (Å)
O -2.269669 -1.058176 0.176991
O 1.958669 1.148961 1.566650
C 1.460175 0.524918 0.674816
C -1.407192 -0.184297 0.917285
C 0.041270 -0.320741 0.379681
C 1.756823 0.358907 -0.866520
C 0.262258 0.214966 -1.033818
H -1.472490 -0.440271 1.981794
H -0.218492 1.198922 -1.087772
H 2.225337 1.080617 -1.550856
H 0.316933 -1.385314 0.451259
H 0.031744 -0.384242 -1.902867
H 2.230485 -0.615605 -1.050064
H -1.756482 0.849072 0.781996
H -3.159370 -0.987716 0.561424

Forces on atoms 1 to 2 (eV/Å):
O 0.1 0.1 0.1
O -0.7 -0.8 -0.8


ORCA calculation (ωB97M-V with the def2-TZVPD basis set) on one molecule with the formula C5H8O2.

* HOMO level (spin up / spin down): -7.005 / -7.005 eV
* energy relative to the best compared isomer or geometry (same formula, charge and spin): 384.3 kJ/mol
* total charge: 0

Element x y z (Å)
O 1.327157 1.119667 -0.953503
O -1.366415 1.322987 0.214567
C 0.705869 -0.006072 -0.609317
C -1.442014 0.519275 1.144032
C -0.148391 -0.469426 -1.729945
C -0.492401 -0.378917 1.568315
C 0.862948 -0.379313 0.831858
H 1.163938 -1.379658 0.939141
H 1.639563 0.245906 1.198124
H -0.316619 0.300482 -2.437168
H 0.406579 -1.089160 -2.306609
H 1.750865 1.743001 -0.384352
H -2.358195 0.578954 1.679476
H -1.126719 -1.001876 -1.370797
H -0.606166 -1.125850 2.216177

Forces on atoms 1 to 2 (eV/Å):
O -0.9 -1.7 -2.5
O 1.1 1.0 -2.0


ORCA calculation (ωB97M-V with the def2-TZVPD basis set) on C5H8O2 as an isolated structure.

* HOMO level (spin up / spin down): -7.567 / -7.628 eV
* energy relative to the best compared isomer or geometry (same formula, charge and spin): 482.3 kJ/mol
* total charge: 0

Element x y z (Å)
O 2.625438 0.334817 1.029474
O -0.269912 0.861521 0.806216
C -1.806068 -0.041516 -0.830322
C -0.660916 -0.909362 -0.517684
C -1.552358 0.482423 0.536115
C 0.422133 -0.218427 0.227083
C 1.849817 0.161233 -0.141549
H 0.291779 -1.046449 0.944666
H -1.756613 0.612191 -1.708212
H 2.323278 -0.636065 -0.719376
H -2.735052 -0.623701 -0.816490
H 1.870374 1.074866 -0.758008
H -0.436036 -1.911889 -0.887049
H -2.268841 0.989297 1.194246
H 2.102983 0.871063 1.640883

Forces on atoms 1 to 2 (eV/Å):
O -0.1 0.1 0.1
O -0.2 0.1 0.0


The evaluated E for the records listed, in turn: -345.651867; -345.722045; -345.693532; -345.735570; -345.687510; -345.663799; -345.774243; -345.737165; -345.658596; -345.621248 a.u..